(1)
# C40H30Br2N2OP2PdTe

A structure of composition C40H30Br2N2OP2PdTe (ωB97M-V with the def2-TZVPD basis set, OMol25).

Element x y z (Å)
1 C 0.15 0.37 5.12
2 C 0.17 0.23 2.72
3 C 2.73 -1.60 -2.17
4 C 0.71 -4.19 1.97
5 C 6.13 2.90 0.23
6 C 2.09 -6.15 2.12
7 C 1.73 -1.26 -4.34
8 C 6.66 1.44 -1.60
9 H 7.39 0.41 2.38
10 C 1.29 -1.46 4.05
11 H 9.37 -0.02 0.97
12 H 2.19 -7.21 2.31
13 C -0.21 0.88 3.88
14 H 1.87 -2.37 4.11
15 C -1.47 2.26 -1.88
16 C -1.53 -0.05 -2.53
17 H 6.40 3.72 0.89
18 P 1.50 -1.68 1.24
19 H 1.64 1.59 -2.50
20 H 1.18 -1.20 6.17
21 C -2.12 -2.05 -4.30
22 C -1.16 0.94 -1.54
23 Br -0.97 3.62 -0.67
24 H -2.33 3.65 -3.26
25 H 3.21 -2.26 -1.46
26 Pd 0.10 -1.47 -0.54
27 H 7.33 -2.71 -1.37
28 C -2.12 2.61 -3.07
29 C 0.90 -0.80 5.20
30 H 0.99 0.72 -4.72
31 H 7.97 2.96 -0.86
32 C 0.93 -0.94 2.80
33 O -0.58 0.61 -0.45
34 C 4.54 1.23 -0.47
35 H 1.44 -1.64 -5.30
36 P 2.91 0.45 -0.22
37 H -0.80 1.79 3.81
38 Te 4.45 -0.71 2.50
39 H 5.26 -2.41 -0.07
40 C -2.19 0.29 -3.73
41 C 2.48 -0.27 -1.84
42 Br -3.35 2.18 -5.58
43 H -0.03 -6.13 2.50
44 H -2.99 -0.56 -5.54
45 C 8.44 -0.55 0.77
46 H 0.00 -3.68 -2.30
47 H 7.35 1.11 -2.37
48 H 2.56 -3.13 -3.67
49 C 2.36 -2.09 -3.42
50 C 6.15 -0.99 1.29
51 H -0.12 0.62 1.75
52 N 8.45 -1.39 -0.26
53 C 5.43 0.82 -1.47
54 C 7.33 -0.31 1.57
55 H -1.67 -4.10 -1.95
56 H 5.15 0.01 -2.13
57 H 3.94 -3.46 1.26
58 C 7.01 2.48 -0.75
59 C 0.84 -5.55 2.22
60 H -0.27 -3.72 2.04
61 C 4.89 2.28 0.37
62 N -1.17 -1.33 -2.25
63 H -1.02 -4.36 -3.58
64 C -2.48 1.65 -3.98
65 C 7.31 -2.03 -0.52
66 H -0.15 0.88 6.02
67 C -2.48 -0.77 -4.61
68 C 3.19 -5.40 1.76
69 H 4.20 2.62 1.12
70 H 4.17 -5.87 1.68
71 C 1.49 0.07 -4.01
72 C 3.06 -4.04 1.52
73 C 3.07 -0.85 0.95
74 C 6.15 -1.87 0.22
75 C -1.44 -2.31 -3.09
76 C 1.86 0.56 -2.77
77 C -1.01 -3.69 -2.72
78 C 1.82 -3.42 1.63
79 H -2.33 -2.87 -4.97

Spin multiplicity   3
HOMO energy (spin up / spin down)   -0.26377 / -0.26383 Eh
Gap between HOMO and LUMO (spin up / spin down)   7.209 / 5.824 eV
ΔE to the lowest compared entry with this formula, charge and spin   0.00 kJ/mol
E   -7953.66071 hartree
LUMO energy (spin up / spin down)   0.032 / -1.355 eV

Here are the Mulliken charges for atoms 1 to 5, given in e:
1 C -0.49
2 C -0.61
3 C 0.78
4 C -0.69
5 C -0.65

***

(2)
# C40H30CoN2O6

A structure of composition C40H30CoN2O6 at a distorted geometry (ωB97M-V with the def2-TZVPD basis set, OMol25).

Element x y z (Å)
1 C -1.31 2.27 0.52
2 H 1.41 -1.41 4.25
3 H 5.96 2.40 2.26
4 O 1.37 -0.50 -0.38
5 C -3.70 4.95 -1.90
6 C -0.86 4.17 2.14
7 C -4.33 4.14 -0.96
8 H -1.82 5.51 -2.76
9 H 2.11 -2.41 2.28
10 H 1.38 -2.92 -1.29
11 C -1.21 0.58 2.33
12 N -2.37 -0.63 -0.84
13 C 2.45 -3.03 -1.14
14 H 2.81 3.11 2.55
15 O -0.61 1.47 -0.39
16 C 1.78 3.41 2.44
17 C 0.65 -0.84 3.73
18 C -4.61 0.09 -1.09
19 C -0.17 0.04 4.41
20 C -0.37 3.11 1.39
21 H -5.32 0.86 -1.36
22 C 1.44 -1.88 1.60
23 C 3.62 0.96 0.27
24 H -0.50 3.98 -1.33
25 H -2.71 2.06 2.18
26 H 4.92 2.65 0.03
27 C -1.69 -2.77 -0.12
28 H 5.00 -1.66 0.61
29 C 0.96 2.74 1.53
30 C -3.59 3.29 -0.16
31 C 5.17 -3.29 -0.76
32 C 4.61 1.85 0.69
33 H 1.92 4.98 3.90
34 C 4.52 -4.14 -1.64
35 H 6.24 -3.38 -0.60
36 H 3.16 1.06 -0.70
37 C -5.09 -1.09 -0.52
38 C -1.11 0.76 3.70
39 H -4.11 2.66 0.55
40 H 1.34 1.93 0.94
41 C -2.32 4.89 -2.03
42 Co -0.44 -0.35 -0.28
43 C 3.09 -2.17 -0.25
44 C 1.28 4.46 3.20
45 H -0.07 0.17 5.48
46 H -1.90 4.48 2.02
47 C 3.21 -0.08 1.10
48 C 2.24 -1.12 0.51
49 C -4.16 -2.07 -0.20
50 H 2.63 -4.65 -2.51
51 H -0.45 5.67 3.62
52 C 4.46 -2.31 -0.07
53 O -1.86 -3.91 0.27
54 C -2.82 -1.81 -0.37
55 C 5.19 1.71 1.94
56 C -2.21 3.22 -0.29
57 C 4.77 0.68 2.77
58 H -2.84 0.78 0.98
59 H 5.08 -4.90 -2.18
60 H 0.85 -2.63 1.07
61 H -4.28 5.61 -2.53
62 O -7.22 -0.19 -0.15
63 H 5.22 0.57 3.75
64 C -2.14 1.41 1.51
65 C -1.58 4.04 -1.23
66 H -5.41 4.17 -0.86
67 H -4.48 -3.03 0.18
68 C 3.79 -0.21 2.35
69 O -0.53 -2.24 -0.40
70 C -0.05 4.85 3.04
71 H -2.84 1.20 -1.63
72 C -3.26 0.29 -1.23
73 H 3.52 -1.02 3.00
74 H -1.74 1.49 4.18
75 N -0.44 -0.31 1.69
76 C 3.16 -4.00 -1.83
77 C -6.60 -1.27 -0.25
78 O -6.98 -2.45 -0.19
79 C 0.52 -0.99 2.36

Total charge   -1
HOMO energy (spin up / spin down)   -0.20415 / -0.20413 Eh
Gap between HOMO and LUMO (spin up / spin down)   7.279 / 7.050 eV
E   -3486.15778 hartree
LUMO energy (spin up / spin down)   1.724 / 1.495 eV

Here are the Mulliken charges for atoms 1 to 5, given in e:
1 C 4.02
2 H 0.49
3 H 0.40
4 O -0.90
5 C -0.41

***

(3)
# C40H32BrClIrN4O2PS2

A structure of composition C40H32BrClIrN4O2PS2 at a distorted geometry (ωB97M-V with the def2-TZVPD basis set, OMol25).

Element x y z (Å)
1 H -4.22 7.14 2.38
2 C -4.59 -1.33 -0.72
3 C -3.69 7.28 1.45
4 Br -0.11 3.26 5.85
5 H 0.67 2.08 1.39
6 H 3.69 -2.84 -2.14
7 C -1.68 -5.07 -1.44
8 C -1.61 -5.78 -0.25
9 C 0.82 -2.09 -3.78
10 H -0.66 -5.92 1.67
11 H 0.58 -2.09 -5.90
12 O 0.18 0.15 1.40
13 H 0.00 1.82 3.25
14 H 2.72 -4.39 -0.47
15 C 2.98 -2.69 -2.95
16 C -0.84 3.00 -1.33
17 H -4.35 -0.47 -2.68
18 H -5.65 -1.52 -0.84
19 C -2.42 7.64 -0.92
20 N 0.47 -0.80 6.04
21 C 0.50 -1.15 4.76
22 H 4.79 -4.73 0.81
23 C -0.75 4.38 -1.26
24 C 0.02 -3.55 -0.65
25 H -1.81 6.58 2.23
26 C 3.43 -2.86 -4.25
27 C -3.95 -1.68 0.47
28 H 0.28 0.75 7.38
29 H 0.88 4.53 1.68
30 C -2.52 -0.52 -1.55
31 H -1.33 2.52 -2.16
32 H 5.82 -2.84 2.04
33 S -1.36 0.14 -2.66
34 H 4.76 -0.61 1.96
35 C 0.09 -4.26 0.54
36 H 0.76 -3.95 1.32
37 C 3.17 -3.55 0.05
38 C 4.33 -3.75 0.78
39 C 0.30 0.48 6.34
40 S 0.03 6.73 -0.02
41 H -2.24 -6.65 -0.10
42 C -3.88 -0.75 -1.75
43 C 0.14 1.45 5.36
44 H -4.49 -2.16 1.28
45 C 4.32 -1.43 1.42
46 C 1.80 0.84 -1.46
47 C 1.26 -2.27 -5.08
48 H -2.37 -5.37 -2.22
49 C -2.61 -1.41 0.60
50 Ir 0.06 0.00 -0.73
51 C 0.40 -0.75 2.29
52 C 0.16 1.09 4.02
53 C -0.13 4.97 -0.17
54 H -0.19 -1.75 -3.62
55 C 0.38 4.13 0.81
56 H -1.95 7.80 -1.88
57 H 2.93 -2.78 -6.34
58 C 2.57 -2.30 0.00
59 C 1.66 -2.31 -2.69
60 H -4.36 8.32 -1.55
61 N -1.92 -0.84 -0.39
62 H 2.63 0.15 -1.55
63 N -0.36 2.19 -0.38
64 C -1.70 7.13 0.15
65 H 0.65 -2.20 4.53
66 H -0.94 -3.43 -2.58
67 O 0.59 -1.94 2.09
68 Cl 1.59 1.49 -3.14
69 H 4.46 -3.14 -4.43
70 H 2.14 1.70 -0.88
71 C -0.72 -5.38 0.73
72 N -4.40 7.75 0.43
73 H 2.68 -0.27 0.68
74 C -2.34 6.96 1.37
75 C 3.15 -1.24 0.69
76 C -0.87 -3.97 -1.64
77 C 4.91 -2.69 1.46
78 C 0.35 -0.25 3.71
79 H -2.04 -1.67 1.49
80 P 1.04 -2.06 -0.97
81 C 2.57 -2.65 -5.32
82 C 0.26 2.76 0.66
83 H -1.15 4.98 -2.07
84 C -3.77 7.93 -0.73

HOMO energy   -0.29080 Eh
Gap between HOMO and LUMO   7.779 eV
ΔE to the lowest compared entry with this formula, charge and spin   82.60 kJ/mol
E   -6189.35273 hartree
LUMO energy   -0.134 eV

Here are the Mulliken charges for atoms 1 to 5, given in e:
1 H 0.36
2 C -0.26
3 C -0.40
4 Br -0.20
5 H 0.78

***

(4)
# C40H32CaClN4O3SSi

A structure of composition C40H32CaClN4O3SSi (ωB97M-V with the def2-TZVPD basis set, OMol25).

Element x y z (Å)
1 H 6.87 0.07 -2.75
2 N -0.39 -0.13 -3.18
3 C 0.36 -1.08 1.80
4 C -5.02 -1.23 0.00
5 C 0.54 -2.16 -4.12
6 O -3.01 -1.18 -1.61
7 N -3.19 0.66 -0.06
8 H -6.88 -3.96 3.47
9 C 6.15 0.83 -2.51
10 C 3.86 2.83 4.06
11 C 0.48 -1.18 -3.10
12 C 1.35 -1.26 -1.92
13 C -4.10 2.93 -0.30
14 C 1.41 -3.26 -4.01
15 C 1.59 0.18 4.80
16 H 6.78 2.15 -4.08
17 C 2.14 -2.42 -1.85
18 H -5.10 2.55 -0.45
19 H -0.31 -0.48 5.13
20 C -6.40 -1.12 -0.06
21 C 3.83 1.19 2.01
22 O -0.48 -1.40 0.90
23 H 4.10 3.89 4.16
24 C -4.41 -2.09 0.91
25 C 4.32 1.62 -1.12
26 C 6.09 2.00 -3.26
27 H 3.11 -0.92 -0.18
28 C 5.16 2.98 -2.94
29 H 4.46 -1.35 4.38
30 H 2.74 -2.61 -0.97
31 N 1.31 -0.25 -1.05
32 H 2.18 2.52 0.26
33 C -1.15 -0.91 -5.30
34 C 4.28 2.78 -1.88
35 H -1.12 -1.21 3.23
36 C 1.77 -0.80 1.43
37 C -6.60 -2.75 1.72
38 C -0.07 -0.93 3.13
39 H -4.74 -3.51 2.48
40 H -4.61 5.01 -0.38
41 C 3.86 2.37 2.66
42 H 5.11 3.89 -3.53
43 H -3.33 -2.16 0.96
44 C 2.17 -3.38 -2.87
45 C -3.81 4.28 -0.27
46 H -6.84 -0.45 -0.78
47 H -8.26 -1.80 0.75
48 H 1.44 -4.01 -4.79
49 H -1.87 0.82 -4.21
50 C 4.00 -0.23 2.56
51 Cl 3.10 0.44 4.90
52 N -1.76 2.43 0.01
53 H 3.77 0.19 6.11
54 H 3.73 3.23 2.01
55 H -7.86 -4.45 2.09
56 C 3.49 2.34 5.24
57 C 4.40 -0.30 4.04
58 H -1.82 -0.76 -6.14
59 H 3.55 3.55 -1.66
60 Si 3.10 1.35 0.29
61 C -1.18 -0.01 -4.22
62 C -1.51 3.74 0.04
63 C 5.27 0.65 -1.45
64 Ca -1.00 0.00 -0.79
65 H 4.82 -0.72 2.03
66 S -3.99 -0.25 -1.05
67 H -0.47 4.02 0.17
68 C -0.30 -1.97 -5.24
69 C -3.03 2.03 -0.14
70 C -7.45 -3.59 2.62
71 H 5.32 -0.27 -0.88
72 C 2.68 -0.97 2.40
73 C -7.18 -1.88 0.80
74 C -5.21 -2.84 1.76
75 H -2.24 5.75 -0.05
76 H -0.27 -2.71 -6.04
77 H 2.81 -4.24 -2.74
78 C 0.45 -0.42 4.35
79 C -2.49 4.70 -0.09
80 C 2.24 -0.29 0.07
81 O -4.84 0.45 -1.99
82 H -8.30 -3.01 3.01
83 H 2.37 -1.54 3.27

Total charge   -1
HOMO energy   -0.14785 Eh
Gap between HOMO and LUMO   6.348 eV
ΔE to the lowest compared entry with this formula, charge and spin   1540.69 kJ/mol
E   -3813.34884 hartree
LUMO energy   2.325 eV

Here are the Mulliken charges for atoms 1 to 5, given in e:
1 H 0.37
2 N -0.62
3 C 0.04
4 C -0.23
5 C 1.44

***

(5)
# C40H32CaN8O3S3

A structure of composition C40H32CaN8O3S3 (ωB97M-V with the def2-TZVPD basis set, OMol25).

Element x y z (Å)
1 C 1.28 5.02 2.72
2 C 0.68 3.90 2.14
3 H 1.49 0.93 4.42
4 C -5.02 -0.62 -1.52
5 C -6.40 -0.53 -1.41
6 H 0.21 -3.20 -1.93
7 C 0.83 -5.11 -4.65
8 H 2.70 -3.25 -2.63
9 Ca 0.36 1.06 0.10
10 C -0.60 3.37 4.23
11 H -4.55 -1.31 -2.21
12 H 3.36 -3.33 0.20
13 H 2.02 -4.10 1.05
14 H -2.02 0.39 2.36
15 C -4.78 1.08 0.15
16 O -2.03 0.90 -0.06
17 C -6.98 0.36 -0.51
18 C 1.83 4.20 0.18
19 C 0.01 4.55 4.83
20 C 1.77 -1.96 0.72
21 C -0.34 -5.86 -4.67
22 O 3.16 1.20 -0.85
23 H 1.30 -3.31 5.14
24 H 2.68 6.62 2.40
25 N -0.83 -0.79 -1.61
26 N 1.39 6.39 4.77
27 H 1.59 -5.27 -5.40
28 C -0.86 -0.35 -4.00
29 C 2.20 5.75 1.96
30 C 1.59 -1.63 2.15
31 C 2.27 -3.32 0.33
32 H -2.23 -6.24 -3.73
33 C -0.28 3.07 2.91
34 C 1.48 -0.10 4.07
35 H 3.04 -3.69 -4.33
36 C 3.16 1.02 -2.05
37 C -6.16 1.17 0.27
38 C -1.46 2.51 4.92
39 H -1.68 -1.06 -4.15
40 C 1.35 -0.71 -2.57
41 H -1.30 0.65 -3.93
42 H 4.35 1.79 -3.64
43 C 1.03 -4.14 -3.67
44 C -2.69 0.12 -0.82
45 S 0.78 2.21 -2.52
46 N -2.22 -0.73 -1.69
47 H -7.03 -1.17 -2.02
48 C -1.62 1.22 2.93
49 N -0.19 4.99 6.06
50 N -0.81 2.02 2.27
51 H 5.29 1.29 -2.20
52 H -1.69 2.72 5.96
53 H 1.50 -3.69 2.76
54 H -6.60 1.87 0.97
55 C 1.38 -2.46 4.47
56 C -1.97 1.42 4.27
57 C 0.93 5.36 4.09
58 H -2.62 0.71 4.77
59 C 1.57 -0.28 2.67
60 S 0.71 6.32 6.24
61 H 1.84 -3.59 -0.64
62 H -1.87 -4.51 -1.97
63 C 1.38 -1.16 4.96
64 C 1.89 0.79 -2.83
65 O 1.63 0.76 1.90
66 C -1.32 -5.65 -3.71
67 C -1.12 -4.69 -2.73
68 C 4.45 1.05 -2.84
69 H -4.11 1.71 0.73
70 C 2.29 -3.30 -3.64
71 C -0.18 -0.65 -2.69
72 C -4.19 0.19 -0.74
73 H -8.05 0.43 -0.42
74 H 2.01 3.82 -0.82
75 N 1.86 -1.49 -1.48
76 N 0.95 3.51 0.89
77 H 2.14 0.83 -3.89
78 C 1.49 -2.66 3.10
79 N 1.54 -1.09 -0.24
80 C 0.05 -3.94 -2.70
81 H -0.17 -0.39 -4.83
82 H 3.20 5.86 0.06
83 C 2.48 5.33 0.68
84 H -0.48 -6.61 -5.44
85 H 1.31 -0.97 6.03
86 S 2.06 -1.57 -4.12
87 H 4.58 0.07 -3.31

Total charge   -2
HOMO energy   -0.01740 Eh
Gap between HOMO and LUMO   3.755 eV
ΔE to the lowest compared entry with this formula, charge and spin   175.03 kJ/mol
E   -4079.62054 hartree
LUMO energy   3.281 eV

Here are the Mulliken charges for atoms 1 to 5, given in e:
1 C 0.61
2 C -0.17
3 H 0.48
4 C -0.37
5 C -0.66

***

(6)
# C40H32F3N2OP2SV

A structure of composition C40H32F3N2OP2SV at a distorted geometry (ωB97M-V with the def2-TZVPD basis set, OMol25).

Element x y z (Å)
1 H 1.83 0.87 -4.85
2 C -3.33 -1.96 0.96
3 C 3.76 -1.90 -4.62
4 N -2.16 1.59 -0.14
5 P 0.49 0.30 -2.25
6 H 3.57 -0.35 -6.10
7 H -1.82 4.78 0.27
8 C 3.22 -0.73 -5.14
9 H 3.77 -4.66 3.59
10 C 0.75 1.21 6.13
11 H -3.70 -3.28 -3.79
12 H -2.78 -1.69 -5.45
13 C -2.02 -1.53 1.07
14 C -4.14 -1.99 2.08
15 H 0.43 3.26 0.59
16 H -4.27 -1.64 4.20
17 C 1.81 -0.51 -3.21
18 H -5.17 -2.32 2.00
19 H 1.39 -0.56 5.11
20 H -1.23 3.62 4.81
21 H -0.22 -3.31 2.82
22 C -3.64 -1.60 3.32
23 V 0.58 0.22 0.12
24 H -0.99 -0.13 -4.80
25 C 2.66 -1.52 2.97
26 C 1.32 2.75 -3.25
27 H -2.61 0.70 -0.29
28 H 2.03 -2.07 -1.72
29 H 1.26 0.95 7.05
30 H 1.35 -5.14 3.32
31 H -2.85 -3.29 -1.49
32 C 2.25 -0.04 -4.44
33 F 3.04 0.18 0.18
34 C 3.55 -2.55 3.25
35 C -0.57 1.86 3.78
36 C -2.71 2.80 -0.13
37 F 2.72 2.28 -0.41
38 H -0.05 3.04 6.91
39 C 0.82 0.35 5.03
40 C 0.01 2.38 6.05
41 C 0.16 0.68 3.85
42 C -1.56 -1.58 -1.80
43 C -2.96 -2.55 -3.49
44 C -1.72 3.71 0.18
45 C -2.33 -1.14 3.43
46 H 2.01 4.67 -3.89
47 H -3.74 -2.27 0.01
48 C -1.44 -0.77 -4.06
49 C -1.07 2.44 -3.21
50 H -1.95 -0.81 4.38
51 C -1.50 -1.08 2.31
52 C 2.22 1.31 0.43
53 H -1.94 1.82 -3.02
54 H 2.32 2.38 -3.08
55 H 4.52 -2.44 -5.17
56 F 2.65 1.79 1.65
57 C -2.43 -1.66 -4.42
58 C -1.24 3.75 -3.64
59 H 3.04 -0.51 2.86
60 H 3.74 -3.29 -2.98
61 C 3.08 -3.85 3.38
62 H -0.28 5.57 -4.24
63 H -3.76 2.93 -0.33
64 C 2.36 -1.68 -2.68
65 C 1.72 -4.12 3.23
66 S -0.76 -1.60 -0.21
67 N -0.83 1.64 0.15
68 C 0.83 -3.09 2.95
69 H -1.10 2.12 2.87
70 C -2.51 -2.53 -2.18
71 O -0.06 -2.92 -0.09
72 C -0.14 4.55 -3.89
73 C 3.32 -2.38 -3.39
74 H 4.60 -2.34 3.36
75 C -0.99 -0.71 -2.74
76 C 1.30 -1.79 2.83
77 C 1.14 4.05 -3.70
78 C 0.21 1.93 -3.01
79 P 0.22 -0.40 2.38
80 C -0.57 2.95 0.35
81 H -2.24 4.14 -3.80
82 C -0.66 2.71 4.88

Total charge   +1
Spin multiplicity   2
HOMO energy (spin up / spin down)   -0.38146 / -0.36444 Eh
Gap between HOMO and LUMO (spin up / spin down)   7.126 / 6.745 eV
E   -4052.47067 hartree
LUMO energy (spin up / spin down)   -3.254 / -3.172 eV

Here are the Mulliken charges for atoms 1 to 5, given in e:
1 H 0.43
2 C -0.73
3 C -0.59
4 N -0.02
5 P 2.43

***

Among the records above, which one has the highest E?
C40H30CoN2O6

***

E of number 1 (C40H30Br2N2OP2PdTe)?
-7953.66071 hartree

***

Which formula does entry 3 have?
C40H32BrClIrN4O2PS2